[1]
DFT (ωB97M-V/def2-TZVPD) results for one molecule with the formula C7H12O2 at a distorted geometry.

Computed properties:
total energy: -424.21421 Ha
HOMO energy (spin up / spin down): -0.266 / -0.219 Eh
ΔE to the lowest compared entry with this formula, charge and spin: 114.08 kcal per mole

```
! RIJCOSX wB97M-V def2-TZVPD def2/J DEFGRID3
* xyz 0 1
C 0.92717 0.35605 1.13082
C -0.15446 -0.72642 1.64839
C 0.65783 -0.45474 -1.13610
C -0.67464 -1.35779 -1.12744
C 0.61348 0.70322 -0.28590
C -1.43711 -0.63354 1.02968
C 0.82128 2.01926 -1.03387
O -1.64153 -0.94994 -0.28647
O -2.49651 0.11033 1.57323
H 1.17890 1.13279 1.94938
H 1.99738 -0.09821 1.13191
H 0.38563 -1.60760 1.45019
H -0.24660 -0.57743 2.78298
H 1.52199 -1.05407 -0.75497
H 0.79051 -0.16244 -2.21418
H -1.19101 -1.31138 -2.06915
H -0.38434 -2.35658 -1.04739
H 0.84793 2.85370 -0.37064
H 0.04334 2.10529 -1.92888
H 1.82427 2.11399 -1.63256
H -3.38350 -0.10452 1.19096
*
```

Computed Löwdin charges, given in elementary charges:
1. C -0.155
2. C -0.119
3. C -0.146
4. C -0.194
5. C -0.305
6. C -0.345
7. C -0.072
8. O -0.031
9. O 0.035
10. H 0.125
11. H 0.124
12. H 0.090
13. H 0.149
14. H 0.124
15. H 0.123
16. H 0.119
17. H 0.097
18. H 0.043
19. H 0.116
20. H 0.101
21. H 0.124


[2]
DFT (ωB97M-V/def2-TZVPD) results for a 2-piece molecular cluster, C3H8Cl2N4 overall at a distorted geometry.

Computed properties:
total energy: -1257.86168 Ha
HOMO energy: -0.659 Eh
ΔE to the lowest compared entry with this formula, charge and spin: 0.00 kcal per mole

```
! RIJCOSX wB97M-V def2-TZVPD def2/J DEFGRID3
* xyz 2 1
C -1.72930 0.43938 0.49796
C -2.87900 1.55265 -1.31270
C 1.81307 -1.22679 0.55213
N -2.54775 2.12243 -2.43853
N 3.10086 -1.87090 0.86454
N -1.05254 -0.03096 1.36377
N -1.96886 0.76913 -0.67762
Cl -4.30448 1.97322 -0.46042
Cl 2.17073 0.48969 1.12325
H 1.06174 -1.68657 1.14522
H -1.59757 1.95121 -2.75072
H -3.08540 2.91033 -2.89526
H 2.96105 -2.49558 1.70422
H 3.67001 -2.32288 0.10422
H -1.05280 -0.11215 2.34490
H 1.70465 -1.18558 -0.50813
H 3.73560 -1.27661 1.34319
*
```

Computed Löwdin charges, given in elementary charges:
1. C -0.177
2. C -0.710
3. C -0.433
4. N 0.198
5. N 0.107
6. N 0.264
7. N 0.130
8. Cl 0.860
9. Cl 0.619
10. H 0.074
11. H 0.152
12. H 0.190
13. H 0.204
14. H 0.212
15. H 0.112
16. H 0.092
17. H 0.106


[3]
DFT (ωB97M-V/def2-TZVPD) results for one molecule with the formula C27H28N2O5S at a distorted geometry.

Computed properties:
structure (SMILES): COc1cc2oc3ccccc3c2cc1N(CC(=O)N1CCCCC1)S(=O)(=O)c1ccc(C)cc1
total energy: -1929.59103 Ha
HOMO energy: -0.294 Eh
ΔE to the lowest compared entry with this formula, charge and spin: 35.43 kcal per mole

```
! RIJCOSX wB97M-V def2-TZVPD def2/J DEFGRID3
* xyz 0 1
C -2.25096 0.36846 3.39720
O -1.29652 0.56147 2.37829
C -1.54632 0.04173 1.15527
C -2.79356 -0.41579 0.74937
C -2.92313 -0.86557 -0.55267
O -4.06218 -1.34015 -1.12226
C -3.73919 -1.66036 -2.40819
C -4.59127 -2.17833 -3.36568
C -4.05821 -2.43226 -4.61769
C -2.71913 -2.17882 -4.90218
C -1.86806 -1.66236 -3.94436
C -2.38142 -1.39723 -2.68184
C -1.84639 -0.87198 -1.45539
C -0.59586 -0.44114 -1.03337
C -0.44615 0.00935 0.26398
N 0.80969 0.37517 0.80004
C 1.70131 1.19843 0.01464
C 1.16128 2.63216 -0.02107
O 0.65309 3.06451 -1.04167
N 1.27759 3.35980 1.10053
C 1.84308 2.94892 2.36771
C 0.76301 2.93652 3.45009
C 0.08758 4.30130 3.54685
C -0.45634 4.69667 2.17730
C 0.67313 4.67738 1.14974
S 1.54939 -0.86565 1.65299
O 2.69597 -0.29282 2.30142
O 0.56596 -1.52887 2.45078
C 2.08866 -1.97205 0.35577
C 3.34542 -1.82485 -0.19993
C 3.70905 -2.62088 -1.27036
C 2.81991 -3.55561 -1.79584
C 3.23403 -4.41139 -2.95246
C 1.56036 -3.68451 -1.22079
C 1.19096 -2.89429 -0.14557
H -1.78203 0.72823 4.31156
H -3.16416 0.94299 3.20657
H -2.49527 -0.69048 3.51110
H -3.64740 -0.41782 1.40523
H -5.62744 -2.37172 -3.13933
H -4.69580 -2.83468 -5.39027
H -2.34310 -2.38916 -5.89228
H -0.83100 -1.46293 -4.16611
H 0.24062 -0.46599 -1.71326
H 1.78318 0.85845 -1.02498
H 2.68479 1.14736 0.48027
H 2.28865 1.95961 2.30613
H 2.62434 3.67354 2.63386
H 1.21890 2.66311 4.40232
H 0.03133 2.17382 3.18721
H -0.72082 4.27108 4.27962
H 0.81325 5.04868 3.87903
H -0.90189 5.69217 2.21052
H -1.22434 3.98480 1.86951
H 0.30020 4.90870 0.15090
H 1.44230 5.40825 1.42525
H 4.02622 -1.10455 0.22533
H 4.69165 -2.51867 -1.70714
H 2.40774 -5.02404 -3.30200
H 4.05172 -5.06783 -2.65716
H 3.58773 -3.79401 -3.77638
H 0.86231 -4.40685 -1.61730
H 0.22356 -2.98906 0.32110
*
```

Computed Löwdin charges, given in elementary charges:
1. C -0.063
2. O -0.113
3. C -0.203
4. C 0.093
5. C -0.177
6. O 0.119
7. C -0.191
8. C 0.003
9. C -0.087
10. C -0.093
11. C -0.016
12. C -0.098
13. C -0.085
14. C 0.068
15. C -0.192
16. N -0.149
17. C -0.094
18. C -0.426
19. O 0.058
20. N -0.043
21. C -0.136
22. C -0.162
23. C -0.200
24. C -0.169
25. C -0.139
26. S 0.702
27. O -0.284
28. O -0.245
29. C -0.266
30. C -0.051
31. C -0.028
32. C -0.268
33. C -0.046
34. C -0.022
35. C -0.055
36. H 0.096
37. H 0.097
38. H 0.105
39. H 0.121
40. H 0.117
41. H 0.102
42. H 0.100
43. H 0.112
44. H 0.131
45. H 0.126
46. H 0.116
47. H 0.087
48. H 0.133
49. H 0.118
50. H 0.091
51. H 0.107
52. H 0.111
53. H 0.111
54. H 0.118
55. H 0.119
56. H 0.130
57. H 0.114
58. H 0.118
59. H 0.076
60. H 0.086
61. H 0.084
62. H 0.116
63. H 0.119


[4]
DFT (ωB97M-V/def2-TZVPD) results for a 2-piece molecular cluster, C7H11N3O2 overall at a distorted geometry.

Computed properties:
total energy: -587.89207 Ha
HOMO energy (spin up / spin down): -0.238 / -0.230 Eh
ΔE to the lowest compared entry with this formula, charge and spin: 126.84 kcal per mole

```
! RIJCOSX wB97M-V def2-TZVPD def2/J DEFGRID3
* xyz 0 1
C -1.92951 0.36407 -0.25514
C 0.53168 2.28211 -0.73216
C -1.93540 1.70177 -0.51687
C 2.15871 -1.13244 0.12088
C -0.40661 -2.64708 1.00024
C 3.34131 -0.21540 -0.56168
C -0.24106 -1.25893 0.50587
N -0.73696 2.52659 -0.41412
N -0.78613 -0.28537 0.08571
N -3.09594 2.34958 -0.74316
O 1.47495 2.95508 -0.31704
O 2.43200 -2.24747 0.40208
H -2.80044 -0.17192 -0.43947
H 0.78623 1.49615 -1.42751
H -0.94938 -2.64783 1.98891
H -0.95824 -3.45930 0.38415
H 0.66400 -3.09964 1.18232
H 3.71480 -0.73184 -1.50004
H 3.91848 -0.03812 0.39829
H 2.89500 0.71545 -0.85583
H -0.91894 3.43553 -0.09086
H -3.07375 3.23898 -1.30676
H -3.98443 1.81357 -1.06409
*
```

Computed Löwdin charges, given in elementary charges:
1. C -0.098
2. C -0.351
3. C -0.332
4. C -0.235
5. C -0.091
6. C -0.049
7. C -0.138
8. N 0.124
9. N 0.059
10. N 0.079
11. O 0.014
12. O -0.047
13. H 0.088
14. H 0.125
15. H 0.084
16. H 0.103
17. H 0.088
18. H 0.087
19. H 0.089
20. H -0.002
21. H 0.129
22. H 0.123
23. H 0.153